Entry 1:
14
Properties=species:S:1:pos:R:3:forces:R:3 method="wB97M-V/def2-TZVPD" lumo_energy_ev="-6.86 / -6.88" total_charge=+1 spin_multiplicity=1 orbital_gap_ev="7.360 / 7.109" e_tot_ev=-24700.84977 e_above_lowest_kcal_mol=87.2
C -0.738 -1.829 -0.258 5.1 0.9 -2.8
C -1.836 0.124 0.226 -1.1 -0.6 -0.7
C 0.578 0.215 -0.513 -1.2 -1.1 -0.2
C -0.561 0.955 0.209 0.3 -1.6 0.8
C 1.935 0.079 0.048 -0.4 1.3 -0.9
N -1.662 -1.151 0.100 -4.9 1.5 2.4
F -0.408 -3.010 0.023 -0.2 -0.5 0.7
F -0.733 2.113 -0.396 -0.5 1.6 -1.0
Cl -3.453 0.728 0.313 1.9 -0.2 -0.2
H 0.395 0.310 -1.566 0.3 0.0 -0.6
H -0.347 1.141 1.240 0.6 0.1 1.0
H 1.833 -0.545 0.889 0.6 -0.7 1.3
H 2.298 1.078 0.334 -0.3 0.0 0.4
H 2.700 -0.208 -0.651 -0.1 -0.7 -0.4

---

Entry 2:
147
Properties=species:S:1:pos:R:3:forces:R:3 method="wB97M-V/def2-TZVPD" lumo_energy_ev=-1.46 spin_multiplicity=1 orbital_gap_ev=6.284 e_tot_ev=-71470.49525
C -0.977 1.676 -2.181 -0.1 -0.9 -1.4
C -0.334 2.207 -0.909 2.4 -1.0 -0.3
C 0.402 3.488 -1.192 -0.2 1.9 1.6
N 1.312 4.115 -0.019 0.3 -0.1 -0.9
C 0.541 4.152 1.300 1.8 0.6 0.2
C 1.384 4.715 2.487 1.6 -0.9 -1.9
C 2.628 3.775 2.662 1.2 1.3 0.2
C 3.410 3.776 1.328 0.3 0.5 0.0
C 2.569 3.267 0.138 0.2 -0.7 -0.4
C 1.849 5.444 -0.552 0.5 -1.2 0.6
H -1.142 0.563 -2.211 -0.5 1.3 0.6
H -0.394 1.674 -3.127 0.6 0.8 0.8
H -1.840 2.300 -2.453 -0.2 -0.6 0.2
H 0.479 1.534 -0.579 -0.5 -0.3 -0.1
H -0.992 2.244 -0.069 -0.7 0.2 0.4
H -0.316 4.307 -1.385 0.4 -0.3 -0.2
H 1.120 3.376 -1.975 0.3 0.0 -0.9
H 0.447 3.108 1.479 -0.8 -0.9 0.5
H -0.392 4.662 1.178 -0.6 0.3 -0.3
H 0.842 4.684 3.388 -1.1 0.1 1.0
H 1.714 5.766 2.289 -0.2 -0.8 0.3
H 2.436 2.760 2.918 -1.1 -0.7 0.0
H 3.245 4.107 3.555 -0.4 0.1 -1.2
H 4.388 3.264 1.320 -0.6 -0.3 0.3
H 3.726 4.813 1.161 -0.1 0.0 -0.3
H 2.264 2.197 0.265 0.1 1.0 0.3
H 3.097 3.370 -0.857 -0.3 -0.2 1.1
H 2.729 5.311 -1.188 -0.3 -0.5 0.0
H 2.176 6.083 0.236 -0.1 0.3 0.8
H 1.095 5.898 -1.102 -1.4 1.0 -0.9
C -4.233 0.532 -1.118 1.3 -0.3 0.4
C -3.975 -0.936 -0.627 -2.2 2.5 2.5
C -2.502 -1.091 -0.566 -1.0 -0.9 0.9
N -2.112 -2.468 -0.167 3.5 -0.4 -0.2
C -2.614 -3.498 -1.149 0.4 0.1 0.0
C -1.920 -4.830 -0.933 0.6 -1.1 0.1
C -0.411 -4.636 -1.154 -1.0 -1.2 1.2
C 0.198 -3.732 -0.140 0.0 0.5 0.9
C -0.504 -2.392 -0.199 -1.0 -0.2 -2.0
C -2.513 -2.762 1.256 -1.5 0.6 -1.7
H -4.297 0.562 -2.199 0.4 0.3 -0.3
H -3.408 1.188 -0.714 -0.6 -0.6 -0.8
H -5.122 0.990 -0.747 -0.9 -0.1 0.4
H -4.602 -1.632 -1.185 0.5 -0.1 -0.1
H -4.358 -0.909 0.461 0.2 -0.5 -1.6
H -2.144 -0.430 0.232 0.3 0.0 -0.4
H -2.083 -0.887 -1.509 0.9 0.1 -1.0
H -2.378 -3.182 -2.190 -0.1 0.3 0.8
H -3.686 -3.495 -1.012 -0.2 -0.4 0.0
H -2.168 -5.524 -1.756 -0.7 0.3 0.5
H -2.110 -5.357 0.059 0.0 0.8 -1.2
H -0.264 -4.271 -2.133 0.3 0.7 -1.2
H 0.095 -5.588 -1.102 0.1 -0.5 0.0
H 1.230 -3.593 -0.510 -0.2 0.2 0.8
H 0.142 -4.135 0.918 0.4 0.2 -1.2
H -0.258 -1.898 -1.174 -0.4 -0.5 0.7
H -0.257 -1.729 0.581 0.2 0.8 1.2
H -1.970 -3.595 1.647 0.0 -0.7 0.0
H -3.623 -2.921 1.152 1.2 0.2 1.1
H -2.206 -1.874 1.799 -0.4 -0.1 0.2
C 3.765 -3.946 -6.066 -1.0 0.2 -0.3
C 4.536 -2.978 -5.153 0.4 -1.9 1.4
C 3.777 -1.701 -4.938 0.2 -0.8 0.0
N 4.476 -0.693 -4.108 0.2 1.4 -2.0
C 3.520 0.483 -3.947 0.0 -0.9 -0.4
C 2.348 0.109 -3.052 -0.9 1.1 -0.1
C 2.765 -0.505 -1.749 0.6 -2.1 0.3
C 3.875 -1.602 -1.934 -1.0 -0.3 1.2
C 4.959 -1.062 -2.805 2.8 -1.1 0.6
C 5.604 -0.169 -4.952 -1.2 0.1 0.0
H 4.270 -4.955 -6.090 -0.5 1.2 -0.4
H 3.651 -3.437 -7.065 0.3 -1.0 0.6
H 2.702 -4.088 -5.680 1.3 0.2 -0.3
H 5.581 -2.849 -5.520 -0.7 0.1 0.2
H 4.587 -3.525 -4.167 0.3 0.6 -0.7
H 2.812 -1.899 -4.491 -0.3 -0.2 0.0
H 3.663 -1.240 -5.905 -0.4 0.4 -0.3
H 3.293 0.695 -4.979 -0.8 0.4 -0.1
H 4.160 1.282 -3.626 -0.2 0.6 0.7
H 1.533 -0.484 -3.520 0.9 0.4 0.0
H 1.894 1.066 -2.771 -0.1 0.0 -0.4
H 1.898 -0.963 -1.226 0.4 0.4 -0.4
H 3.207 0.219 -1.094 0.1 0.7 0.4
H 3.464 -2.534 -2.369 0.0 0.5 0.1
H 4.257 -1.881 -0.920 0.0 0.3 -0.9
H 5.797 -1.780 -3.040 -0.8 0.3 0.7
H 5.501 -0.172 -2.396 -0.8 -0.5 -0.1
H 6.056 0.606 -4.404 0.5 1.3 0.5
H 5.129 0.196 -5.857 0.3 0.2 -0.1
H 6.375 -0.856 -5.197 0.3 -1.1 0.0
C -2.874 -0.112 3.249 -0.6 -0.2 -0.3
C -3.704 0.865 4.167 1.1 -0.2 0.5
C -4.732 0.152 5.099 0.8 0.7 0.0
C -4.158 -1.114 5.836 0.1 0.8 -1.0
C -2.652 -0.968 6.226 -1.0 -1.0 -0.1
C -2.083 0.444 6.314 0.6 -0.8 -1.0
N -2.504 1.290 5.041 -2.5 -2.9 1.3
O -1.925 2.244 4.810 2.1 3.0 -0.5
C -0.570 0.321 6.322 0.7 0.2 -0.3
C -2.658 1.245 7.476 0.9 1.0 -1.8
C -4.226 2.133 3.414 0.8 -1.8 0.3
H -3.199 -1.152 3.405 0.0 0.4 0.1
H -1.761 -0.047 3.313 -0.6 0.1 0.2
H -3.167 0.134 2.226 0.0 0.0 0.0
H -5.473 -0.116 4.351 -0.5 -0.4 0.2
H -5.144 0.948 5.759 0.1 -0.6 -0.2
H -4.224 -1.885 5.060 0.0 -0.1 0.3
H -4.783 -1.473 6.649 -0.1 0.4 0.1
H -2.132 -1.645 5.530 0.4 0.9 0.0
H -2.437 -1.450 7.197 -0.3 0.4 -0.2
H -0.178 -0.447 5.609 -0.5 0.9 0.4
H -0.285 0.048 7.330 0.0 -0.3 0.3
H -0.062 1.280 6.149 -0.2 -0.2 -0.2
H -3.693 1.341 7.312 -1.5 0.1 0.2
H -2.221 2.247 7.493 0.1 -0.1 0.1
H -2.453 0.739 8.367 0.3 -0.8 1.4
H -4.860 2.746 4.025 -0.4 0.2 0.4
H -4.765 1.777 2.533 0.0 0.1 0.2
H -3.345 2.690 3.125 0.0 0.3 -0.4
C -0.697 -2.250 -5.359 2.2 -0.9 -0.2
C -0.094 -2.154 -3.975 0.6 -1.3 -0.4
O 0.945 -2.855 -3.788 -0.1 0.6 0.5
O -0.705 -1.448 -3.149 0.0 0.3 0.5
H -0.689 -1.284 -5.770 -0.6 1.5 -0.6
H -1.656 -2.667 -5.250 -1.4 -0.4 -0.3
H -0.030 -2.853 -6.010 -0.6 0.0 0.4
C -6.890 -3.419 2.458 -0.3 -1.1 -0.5
C -5.748 -2.479 2.736 -0.3 0.3 -1.1
O -4.791 -3.007 3.321 1.3 0.0 0.9
O -5.805 -1.318 2.247 0.1 0.2 0.4
H -6.573 -4.094 1.615 -0.3 0.7 0.5
H -7.791 -2.870 2.164 0.0 -0.4 0.2
H -7.007 -4.126 3.303 -0.3 0.6 -0.3
C 4.287 4.903 -4.537 0.4 -0.1 -0.9
C 3.721 3.903 -3.555 -0.6 1.1 -1.8
O 2.768 3.277 -4.042 -1.1 -1.3 0.2
O 4.173 3.855 -2.414 0.8 -0.4 1.9
H 4.732 4.362 -5.390 -0.2 0.2 0.3
H 5.037 5.529 -4.107 0.5 0.5 0.3
H 3.468 5.499 -4.945 0.1 0.0 0.1
C 2.419 -0.685 2.489 -0.2 0.9 0.7
C 1.035 0.080 2.741 0.9 -2.3 0.9
O 0.870 1.178 2.218 -0.1 1.2 -0.8
O 0.222 -0.541 3.477 0.0 0.1 -0.3
H 2.759 -1.195 3.411 -0.3 0.5 -0.2
H 3.201 0.085 2.214 -0.8 -1.2 -0.3
H 2.244 -1.537 1.807 0.3 0.7 -0.3

---

Entry 3:
93
Properties=species:S:1:pos:R:3:forces:R:3 method="wB97M-V/def2-TZVPD" lumo_energy_ev="-0.23 / -0.17" spin_multiplicity=2 orbital_gap_ev="5.975 / 6.081" e_tot_ev=-176149.43975 e_above_lowest_kcal_mol=29.3
V -0.166 0.397 -0.351 1.5 0.4 -2.1
O -1.677 1.179 2.612 -0.6 0.4 0.2
S -0.643 0.555 1.788 0.1 -0.1 3.2
C -0.404 -1.130 2.419 -0.4 -0.3 0.0
C 0.062 -1.516 3.659 -0.1 0.3 0.1
C 0.130 -2.869 3.963 -0.2 -0.1 0.0
C -0.255 -3.819 3.030 0.0 0.0 0.2
C -0.742 -3.431 1.788 0.0 0.2 0.0
C -0.840 -2.081 1.487 -0.1 -0.2 0.2
P -1.538 -1.360 -0.042 -0.7 -1.2 -0.2
C -1.625 -2.754 -1.212 0.2 0.3 -0.1
C -0.455 -2.953 -1.944 0.0 0.0 0.2
C -0.371 -3.988 -2.855 0.0 -0.1 0.0
C -1.481 -4.788 -3.081 0.0 0.0 0.0
C -2.664 -4.554 -2.398 -0.1 -0.1 -0.1
C -2.745 -3.540 -1.459 0.1 0.1 0.2
C -3.248 -1.136 0.554 -0.1 -0.1 -0.1
C -3.915 0.036 0.216 0.2 -0.1 -0.2
C -5.168 0.301 0.736 -0.2 0.1 0.1
C -5.747 -0.593 1.625 0.0 0.1 -0.1
C -5.094 -1.771 1.954 -0.1 -0.1 0.1
C -3.854 -2.052 1.413 0.0 0.2 -0.1
C 0.868 1.508 2.037 0.3 -0.2 -0.7
C 0.760 2.738 2.662 -0.2 0.1 0.1
C 1.694 3.728 2.383 -0.2 -0.3 0.2
C 2.725 3.469 1.496 0.2 -0.2 -0.2
C 2.874 2.210 0.918 -0.1 0.3 0.0
C 1.938 1.212 1.166 0.1 -0.1 0.0
P 1.815 -0.511 0.556 1.7 0.0 -0.1
C 2.732 -1.293 1.990 -0.2 -0.1 0.0
C 2.658 -2.668 2.202 0.0 0.1 0.0
C 3.480 -3.284 3.128 0.0 -0.1 0.0
C 4.394 -2.543 3.858 0.0 0.0 0.0
C 4.471 -1.177 3.657 0.1 0.0 0.1
C 3.657 -0.557 2.725 -0.2 0.1 0.0
C 3.063 -1.127 -0.623 0.0 -0.2 0.0
C 2.826 -2.473 -0.917 0.1 0.2 0.0
C 3.644 -3.161 -1.786 0.1 -0.1 -0.1
C 4.719 -2.513 -2.371 0.1 0.0 -0.1
C 4.960 -1.180 -2.081 0.2 0.0 -0.1
C 4.144 -0.484 -1.206 -0.1 0.0 0.1
H 0.384 -0.781 4.382 0.0 0.1 0.1
H 0.499 -3.182 4.929 0.1 0.0 0.0
H -0.179 -4.871 3.270 0.0 -0.1 0.0
H -1.041 -4.172 1.058 -0.1 0.0 0.0
H 0.369 -2.260 -1.799 0.0 -0.1 -0.1
H 0.548 -4.159 -3.398 0.0 0.0 -0.1
H -1.428 -5.583 -3.810 0.0 -0.1 -0.1
H -3.531 -5.166 -2.600 -0.1 -0.1 0.0
H -3.668 -3.351 -0.925 0.0 0.0 0.0
H -3.422 0.744 -0.447 -0.1 -0.1 0.1
H -5.688 1.212 0.469 0.0 0.0 0.0
H -6.706 -0.367 2.068 -0.1 0.0 0.0
H -5.542 -2.463 2.655 -0.1 0.0 0.0
H -3.347 -2.970 1.677 0.0 0.0 0.1
H -0.085 2.916 3.314 -0.1 0.1 -0.1
H 1.588 4.701 2.840 0.0 0.1 0.0
H 3.417 4.258 1.236 0.1 0.0 0.0
H 3.706 2.027 0.255 0.0 0.0 0.0
H 1.946 -3.266 1.651 0.0 0.0 0.0
H 3.417 -4.352 3.273 0.0 -0.1 0.0
H 5.049 -3.029 4.566 0.0 0.0 0.1
H 5.180 -0.590 4.220 0.1 0.1 0.0
H 3.751 0.513 2.581 0.0 -0.1 0.0
H 1.982 -2.977 -0.464 0.0 -0.1 -0.1
H 3.449 -4.200 -2.010 0.0 -0.1 0.0
H 5.368 -3.046 -3.052 0.0 0.0 0.0
H 5.794 -0.676 -2.549 0.0 0.0 0.0
H 4.339 0.561 -1.015 0.0 0.0 0.0
S 1.050 0.428 -2.112 -0.2 -0.1 -0.3
C -0.082 3.567 -2.261 0.0 0.2 -0.1
As -1.241 2.251 -1.395 -0.8 1.2 -0.7
C -2.114 1.588 -3.016 -0.1 0.1 -0.2
C -2.604 3.569 -0.666 0.3 -0.4 0.1
C -3.328 4.294 -1.740 -0.1 0.1 -0.1
C -2.879 5.525 -2.217 0.0 -0.1 0.1
C -3.536 6.168 -3.252 0.0 0.0 -0.1
C -4.657 5.595 -3.828 0.0 0.1 -0.1
C -5.119 4.376 -3.358 -0.1 0.0 -0.1
C -4.462 3.733 -2.326 0.1 0.1 0.1
H 0.317 4.281 -1.534 -0.1 -0.1 0.0
H -0.653 4.100 -3.026 0.1 0.0 0.1
H 0.749 3.033 -2.726 -0.2 0.0 0.1
H -2.843 0.806 -2.786 0.1 0.1 0.0
H -1.322 1.138 -3.623 -0.1 0.1 0.2
H -2.594 2.400 -3.569 0.0 -0.1 0.0
H -2.028 4.263 -0.040 -0.1 -0.2 -0.1
H -3.305 3.030 -0.019 0.2 0.0 0.0
H -2.013 5.987 -1.760 0.1 0.0 0.0
H -3.169 7.116 -3.618 0.0 0.1 0.0
H -5.167 6.094 -4.639 0.0 0.0 0.0
H -5.990 3.926 -3.810 -0.1 -0.1 0.0
H -4.824 2.781 -1.960 0.0 -0.1 0.0

---

Entry 4:
22
Properties=species:S:1:pos:R:3:forces:R:3 method="wB97M-V/def2-TZVPD" lumo_energy_ev=0.79 smiles=CCNC(C)C.O spin_multiplicity=1 orbital_gap_ev=9.183 e_tot_ev=-8965.47192 e_above_lowest_kcal_mol=20.4
C -1.776 1.019 -1.497 -0.4 0.1 0.4
C -1.370 -0.348 -0.981 0.3 -0.6 0.7
N -0.184 -0.351 -0.123 0.2 0.6 -0.9
C -0.350 -0.184 2.332 0.3 0.1 -0.5
C -0.014 0.539 1.013 0.8 -0.9 0.6
C 1.446 1.033 1.053 -0.7 0.3 -0.5
H -2.852 1.015 -1.688 0.1 -0.1 -0.5
H -1.676 1.794 -0.735 0.2 0.0 0.0
H -1.206 1.320 -2.370 0.0 0.1 -0.1
H -1.112 -1.015 -1.806 -0.2 0.1 -0.2
H -2.224 -0.831 -0.486 -0.1 0.2 0.1
H 0.194 -1.273 0.033 -0.2 0.0 0.1
H -1.425 -0.247 2.462 -0.1 -0.3 0.2
H 0.118 0.301 3.173 -0.2 0.5 0.4
H 0.122 -1.171 2.330 -0.3 -0.1 -0.2
H -0.651 1.404 0.898 -0.2 0.2 -0.1
H 1.591 1.748 1.868 0.2 -0.2 0.0
H 1.637 1.528 0.104 0.2 0.2 0.0
H 2.134 0.193 1.103 0.1 -0.1 0.3
H 3.195 -2.330 -1.840 -0.1 0.0 -0.3
H 1.816 -1.840 -2.249 0.0 0.1 0.0
O 2.586 -2.305 -2.593 0.2 0.0 0.4